C27H39N3OS2SbScSe3Te | wB97M-V/def2-TZVPD

## Properties
HOMO: -0.2440 Eh
ΔE to the lowest compared entry with this formula, charge and spin: 145.4 kJ/mol
Maximum force: 0.0553 Eh/bohr
LUMO: 0.2 eV

ORCA input file:
```
! RIJCOSX wB97M-V def2-TZVPD def2/J DEFGRID3
* xyz 0 1
Sc 0.7556 -0.7699 2.1292
Se -0.4970 -0.3948 4.6701
Se 1.2625 -2.0093 4.5952
Te 3.5208 -0.9061 4.9043
Se 3.2347 0.2538 2.5930
C -0.5745 3.9682 4.2387
C 0.7636 3.5141 3.5904
Sb 0.6862 2.5390 1.6947
C 2.5290 2.8173 0.5198
C 3.3986 3.9730 1.0510
C -0.5016 4.0695 0.7577
C -0.1980 5.5085 1.2319
H -0.4318 4.4750 5.1842
H -1.1516 3.1051 4.5141
H -1.2496 4.6040 3.6856
H 1.3169 2.8407 4.2761
H 1.3703 4.4324 3.5265
H 2.1133 3.0133 -0.5331
H 3.0497 1.8773 0.4347
H 2.9602 4.9677 0.8392
H 4.3985 4.0326 0.6041
H 3.4630 3.9821 2.1412
H -1.5763 3.7544 0.8914
H -0.3192 4.0882 -0.2801
H -0.5515 5.7089 2.2078
H -0.5762 6.2745 0.5823
H 0.9244 5.5441 1.2665
C 0.5978 -2.9901 1.4115
C 0.1126 -3.4582 0.0731
C -1.2187 -3.6233 -0.2172
C -1.6288 -4.0752 -1.4638
C -0.7470 -4.3800 -2.4978
C 0.6056 -4.3313 -2.1583
C 1.0153 -3.8721 -0.9099
H 1.6501 -3.3080 1.5929
H 0.0487 -3.3980 2.2722
H -1.9266 -3.6403 0.6407
H -2.6882 -4.1405 -1.6178
H -1.1397 -4.6787 -3.4574
H 1.3631 -4.5964 -2.8394
H 2.0525 -3.7104 -0.7047
C 1.7093 -0.4839 -4.4302
N 1.8401 -0.9762 -3.0548
N 1.1254 -0.4072 -2.0771
C 1.7596 -0.5850 -0.9021
O 1.2016 -0.2743 0.2032
C 3.0703 -1.1087 -1.2188
C 3.0242 -1.3996 -2.5447
C 4.0938 -1.9972 -3.4175
C -0.1830 0.1318 -2.1903
C -1.2783 -0.6787 -2.4055
C -2.5928 -0.1026 -2.4442
C -2.7315 1.2479 -2.3395
C -1.6253 2.0318 -2.0846
C -0.3362 1.5221 -2.0177
H 0.6246 -0.3336 -4.5588
H 2.0095 -1.2595 -5.1275
H 2.1490 0.5088 -4.6745
H 3.8249 -1.4321 -0.5424
H 4.6669 -1.2875 -3.9402
H 3.6630 -2.5957 -4.2060
H 4.7699 -2.6064 -2.7324
H -1.1175 -1.7456 -2.6807
H -3.4401 -0.6821 -2.6919
H -3.7397 1.6768 -2.4549
H -1.7811 3.1064 -1.9694
H 0.4986 2.1994 -1.9314
S -1.8573 -0.2564 1.1836
C -3.0547 -1.3270 1.5803
N -3.9789 -1.6899 0.6802
C -4.8760 -2.7756 1.0727
C -5.1262 -2.5470 2.5352
S -3.4080 -1.8843 3.1662
H -3.6894 -1.4663 -0.2656
H -4.3926 -3.7620 0.8883
H -5.8047 -2.6498 0.4593
H -5.4466 -3.4824 2.9866
H -5.7874 -1.6894 2.7068
*
```

Mulliken population analysis, charges in e, atoms 1 to 6:
1. Sc 0.4871
2. Se -0.5417
3. Se -0.6110
4. Te -0.1334
5. Se -0.4091
6. C -1.2707


C27H39N3OSb2SiV | wB97M-V/def2-TZVPD

## Properties
HOMO (alpha / beta): -0.3858 / -0.3701 Eh
ΔE to the lowest compared entry with this formula, charge and spin: 0.0 kJ/mol
Maximum force: 0.0153 Eh/bohr
⟨S²⟩: 2.0838
LUMO (alpha / beta): -2.9 / -2.8 eV

ORCA input file:
```
! RIJCOSX wB97M-V def2-TZVPD def2/J DEFGRID3
* xyz 1 3
V -0.6399 0.8300 -0.1237
O -4.2415 -0.4099 -0.6409
C -3.1758 0.1252 -0.9045
N -2.5778 1.1591 -0.2623
C -3.2729 1.7506 0.8590
C -2.4398 1.6769 2.1105
C -3.0306 1.7825 3.3648
C -2.2293 1.7377 4.4884
C -0.8560 1.5715 4.3323
C -0.3501 1.4431 3.0577
N -1.1203 1.4898 1.9610
C -2.3493 -0.3885 -2.0591
C -2.9350 -1.1045 -3.0878
C -2.1326 -1.5459 -4.1269
C -0.7717 -1.2695 -4.0935
C -0.2599 -0.5630 -3.0217
N -1.0333 -0.1281 -2.0257
H -4.2458 1.2812 1.0182
H -3.4558 2.8113 0.6471
H -4.1028 1.8982 3.4435
H -2.6627 1.8208 5.4761
H -0.1943 1.5322 5.1856
H 0.7096 1.2906 2.8932
H -3.9975 -1.2977 -3.0493
H -2.5582 -2.0985 -4.9534
H -0.1139 -1.5976 -4.8854
H 0.7960 -0.3315 -2.9493
C 3.1542 2.1436 1.2404
Sb 2.2049 0.5532 0.1726
C 3.5233 0.4261 -1.4968
C 3.0381 -1.0912 1.3103
C 2.8622 -2.4049 0.6065
C 3.8015 -2.7745 -0.3579
C 3.6903 -3.9554 -1.0709
C 2.6251 -4.8068 -0.8191
C 1.6982 -4.4658 0.1504
C 1.7959 -3.2767 0.8743
C 0.7439 -2.9782 1.9007
Sb -0.8123 -1.7874 1.0127
C -1.6394 -3.2419 -0.3027
C -2.2926 -1.8171 2.5485
H 4.2016 1.9003 1.4128
H 2.6653 2.3072 2.1994
H 3.0902 3.0632 0.6623
H 4.5499 0.3771 -1.1367
H 3.4058 1.3034 -2.1270
H 3.3041 -0.4713 -2.0727
H 2.5836 -1.0734 2.3002
H 4.0972 -0.8602 1.4308
H 4.6495 -2.1240 -0.5379
H 4.4394 -4.2165 -1.8064
H 2.5286 -5.7398 -1.3577
H 0.8825 -5.1450 0.3702
H 1.1283 -2.4499 2.7720
H 0.2739 -3.8967 2.2510
H -1.7300 -4.2016 0.2034
H -0.9996 -3.3501 -1.1777
H -2.6284 -2.9055 -0.6119
H -2.4682 -2.8351 2.8920
H -3.2199 -1.4137 2.1415
H -1.9686 -1.2021 3.3875
C 1.5962 3.4020 -2.1061
Si -0.0351 3.0764 -1.2054
C -1.3713 3.3699 -2.5075
C -0.2132 4.3725 0.1596
H 1.5523 4.4089 -2.5305
H 1.7367 2.7090 -2.9389
H 2.4817 3.3601 -1.4707
H -1.2449 4.3613 -2.9514
H -2.3721 3.3095 -2.0792
H -1.3078 2.6361 -3.3144
H -0.0780 5.3790 -0.2451
H 0.5227 4.2305 0.9547
H -1.2046 4.3294 0.6167
*
```

Mulliken population analysis, charges in e, atoms 1 to 6:
1. V -0.0089
2. O -0.7024
3. C -0.1841
4. N 0.2317
5. C -1.4003
6. C 0.5958


C27H39N3P | wB97M-V/def2-TZVPD

## Properties
HOMO: -0.3548 Eh
ΔE to the lowest compared entry with this formula, charge and spin: 75.4 kJ/mol
Maximum force: 0.0881 Eh/bohr
LUMO: -4.8 eV

ORCA input file:
```
! RIJCOSX wB97M-V def2-TZVPD def2/J DEFGRID3
* xyz 1 1
C -5.4103 0.4977 1.5310
N -4.3807 1.1062 0.7176
C -3.0356 0.8057 0.7789
C -2.3043 1.5518 -0.1103
C -0.7655 1.3595 -0.3069
C -0.2123 2.3488 -1.3292
C -0.7816 2.4728 -2.5999
C -0.2838 3.3824 -3.5512
C 0.7916 4.2217 -3.2352
C 1.3598 4.1279 -1.9699
C 0.8706 3.2023 -1.0219
C -3.2867 2.5694 -0.6290
C -3.2725 3.7654 -1.3479
C -4.4476 4.4691 -1.6632
C -5.7009 4.0341 -1.1991
C -5.7644 2.8642 -0.4171
C -4.5732 2.1655 -0.1675
H -6.3967 0.9111 1.2864
H -5.4250 -0.5973 1.3899
H -5.2317 0.6940 2.6040
H -2.6824 -0.0362 1.3701
H -0.3629 1.5780 0.6786
H -1.6090 1.8192 -2.8714
H -0.7087 3.3832 -4.5635
H 1.1740 4.9271 -3.9946
H 2.2179 4.7768 -1.7127
H 1.3385 3.1414 -0.0462
H -2.2991 4.1325 -1.6826
H -4.4000 5.3690 -2.2853
H -6.6277 4.5991 -1.4365
H -6.6963 2.5032 0.0197
C 4.3429 -2.3608 -2.0868
C 3.1096 -2.7232 -1.2623
C 2.1130 -3.5656 -2.0670
C 3.5276 -3.5251 -0.0251
N 2.4080 -1.4657 -0.8348
C 3.2514 -0.3224 -0.3797
C 3.5752 -0.4489 1.0993
C 2.4284 -0.7805 2.0291
N 1.3162 -1.5740 1.4529
C 0.4374 -2.2887 2.4516
C 1.2138 -3.5035 2.9817
C -0.8604 -2.7455 1.7805
C 0.1329 -1.3407 3.6190
P 0.9695 -1.6435 -0.1644
H -0.3825 0.4136 -0.4330
H 5.1088 -1.8730 -1.4641
H 4.7738 -3.2847 -2.4992
H 4.0705 -1.6812 -2.9129
H 1.2600 -3.9138 -1.4506
H 1.7038 -3.0036 -2.9220
H 2.6341 -4.4607 -2.4408
H 2.6610 -3.7211 0.6338
H 3.9710 -4.4767 -0.3528
H 4.2559 -2.9562 0.5640
H 4.1749 -0.2960 -0.9660
H 2.7227 0.6237 -0.5578
H 4.3846 -1.1835 1.2076
H 3.9845 0.5054 1.4312
H 2.8053 -1.3396 2.8959
H 2.0330 0.1486 2.4503
H 2.1743 -3.1828 3.4087
H 0.6338 -3.9939 3.7825
H 1.3887 -4.2310 2.1785
H -1.4202 -1.8794 1.3845
H -0.6519 -3.4620 0.9552
H -1.4903 -3.2664 2.5168
H -0.3013 -0.4048 3.2476
H -0.5895 -1.8205 4.3003
H 1.0362 -1.1173 4.2130
*
```

Mulliken population analysis, charges in e, atoms 1 to 6:
1. C -0.9364
2. N 0.1712
3. C -1.4742
4. C 0.4898
5. C 0.4388
6. C 0.8377


C27H40FeN6SSi3 | wB97M-V/def2-TZVPD

## Properties
HOMO (alpha / beta): -0.0110 / -0.0098 Eh
Maximum force: 0.0328 Eh/bohr
LUMO (alpha / beta): 4.9 / 4.9 eV

ORCA input file:
```
! RIJCOSX wB97M-V def2-TZVPD def2/J DEFGRID3
* xyz -2 1
Fe 0.3575 0.3062 -0.1631
C 2.0518 3.6123 1.5647
C 1.0302 2.5439 1.3242
N 0.3056 2.4482 0.1134
N 0.8608 3.0569 -1.0472
C 2.0450 2.6347 -1.3611
N 2.6302 3.3127 -2.4466
S 2.9439 1.3418 -0.6425
C 0.5774 1.7142 2.2714
C 1.0395 1.5914 3.6359
C 0.4979 0.6852 4.4563
C -0.5910 -0.1624 3.9745
C -1.0543 -0.0057 2.7246
N -0.5285 0.8938 1.8179
H 2.4186 4.0177 0.6238
H 2.9099 3.2121 2.1069
H 1.6183 4.4360 2.1474
H 1.9240 3.7550 -3.0217
H 3.2341 2.6945 -2.9686
H 1.8466 2.2309 3.9721
H 0.8598 0.5865 5.4743
H -1.0560 -0.8971 4.6182
H -1.9059 -0.5739 2.3743
C 0.1474 1.1345 -3.8691
C 0.8270 -0.1255 -3.4137
C 1.3546 -1.0217 -4.3360
C 1.9706 -2.1829 -3.8661
C 2.0559 -2.4167 -2.5178
C 1.5119 -1.4619 -1.6160
N 0.8988 -0.3440 -2.1042
N 1.4889 -1.5141 -0.2831
Si 2.5242 -2.4131 0.7256
C 2.2398 -4.2834 0.7468
C 4.3274 -2.1872 0.2301
C 2.3077 -1.7997 2.4785
H -0.8974 0.9325 -4.1221
H 0.6406 1.5337 -4.7577
H 0.1542 1.8777 -3.0724
H 1.2831 -0.8086 -5.3948
H 2.3745 -2.9060 -4.5672
H 2.5183 -3.3137 -2.1240
H 2.5422 -4.7623 -0.1907
H 1.1844 -4.5112 0.9182
H 2.8233 -4.7329 1.5588
H 4.4922 -2.4658 -0.8153
H 4.9918 -2.7900 0.8591
H 4.6014 -1.1320 0.3326
H 1.5617 -2.3802 3.0304
H 1.9681 -0.7599 2.4570
H 3.2510 -1.8359 3.0344
C -2.0899 2.2813 -1.3874
Si -1.4972 1.8084 0.3976
C -2.0566 3.3445 1.4417
C -3.1210 0.7238 0.6106
C -4.3467 1.2185 1.0802
C -5.5132 0.4626 1.0128
C -5.4839 -0.8179 0.4664
C -4.2783 -1.3238 -0.0060
C -3.1008 -0.5695 0.0571
Si -1.3763 -1.1705 -0.4868
C -1.1645 -2.7299 0.6186
C -1.7152 -1.9465 -2.1933
H -3.1472 2.5690 -1.3192
H -2.0358 1.4130 -2.0541
H -1.5148 3.1022 -1.8284
H -2.7616 3.9707 0.8787
H -1.1947 3.9649 1.7051
H -2.5468 3.0436 2.3778
H -4.3999 2.2191 1.5003
H -6.4493 0.8725 1.3808
H -6.3918 -1.4115 0.4135
H -4.2542 -2.3298 -0.4235
H -2.1351 -3.1001 0.9699
H -0.5408 -2.5110 1.4912
H -0.6725 -3.5256 0.0485
H -2.5403 -2.6636 -2.1153
H -0.8353 -2.4746 -2.5780
H -1.9955 -1.1841 -2.9293
*
```

Mulliken population analysis, charges in e, atoms 1 to 6:
1. Fe -0.5348
2. C -1.9460
3. C 0.5322
4. N 1.1386
5. N -1.4246
6. C -0.1488


C27H40GaIN2O4P3S2 | wB97M-V/def2-TZVPD

## Properties
HOMO: -0.3996 Eh
ΔE to the lowest compared entry with this formula, charge and spin: 0.0 kJ/mol
Maximum force: 0.0030 Eh/bohr
LUMO: -1.9 eV

ORCA input file:
```
! RIJCOSX wB97M-V def2-TZVPD def2/J DEFGRID3
* xyz 1 1
Ga 0.3111 -0.0261 1.0617
C -0.8553 3.1184 0.2162
P -1.3524 1.3963 -0.0887
C -1.3717 1.3776 -1.9119
C -3.0673 1.2933 0.5139
C -3.5705 2.3371 1.2914
C -4.8631 2.2926 1.7855
C -5.6737 1.2061 1.4994
C -5.1761 0.1614 0.7385
C -3.8733 0.1754 0.2476
P -3.2148 -1.2588 -0.6979
C -4.4640 -1.3835 -2.0400
C -3.7347 -2.6473 0.3791
H -0.7580 3.3154 1.2825
H -1.5710 3.8113 -0.2272
H 0.1220 3.2663 -0.2419
H -2.0972 2.1047 -2.2784
H -1.6196 0.3896 -2.2917
H -0.3768 1.6590 -2.2606
H -2.9541 3.1914 1.5302
H -5.2348 3.1079 2.3914
H -6.6885 1.1685 1.8727
H -5.8183 -0.6855 0.5306
H -5.4852 -1.4232 -1.6595
H -4.2728 -2.2884 -2.6189
H -4.3745 -0.5274 -2.7098
H -4.8112 -2.6703 0.5502
H -3.2160 -2.5601 1.3327
H -3.4418 -3.5853 -0.0965
C 0.8191 -2.7658 -3.6721
N 1.1495 -1.8027 -2.6320
C 2.2144 -0.9317 -2.6400
C 2.1607 -0.2523 -1.4651
N 1.0765 -0.6996 -0.7467
C 0.4931 -1.6340 -1.4773
H 0.7534 -2.2614 -4.6334
H -0.1425 -3.2156 -3.4394
H 1.5778 -3.5442 -3.7185
H 2.9078 -0.8845 -3.4609
H 2.8246 0.5052 -1.0863
H -0.3984 -2.1704 -1.1964
C 2.0941 -0.3301 5.8326
C 2.6754 0.2750 4.5764
C 4.1691 0.4935 4.6276
O 2.0569 1.6021 4.4046
P 1.0982 1.8999 3.1922
S -0.5789 0.8158 3.1912
S 2.0572 1.5502 1.4318
O 0.7192 3.4073 3.3922
C 1.5816 4.5269 3.8129
C 1.6357 4.5769 5.3237
C 2.9433 4.4750 3.1542
H 2.5278 -1.3169 5.9990
H 1.0135 -0.4381 5.7431
H 2.3172 0.2960 6.6974
H 2.4125 -0.3311 3.7085
H 4.4309 1.1448 5.4629
H 4.5254 0.9421 3.7004
H 4.6759 -0.4623 4.7646
H 1.0264 5.3853 3.4360
H 2.2038 3.7379 5.7220
H 0.6312 4.5579 5.7445
H 2.1200 5.5040 5.6323
H 3.5219 3.6192 3.5044
H 3.4902 5.3803 3.4189
H 2.8608 4.4307 2.0689
I 0.3087 -8.2829 3.9750
C 0.3187 -6.3191 3.2841
C 1.4475 -5.5308 3.4737
C 1.4501 -4.2259 3.0130
C 0.3302 -3.7099 2.3677
C -0.7945 -4.5065 2.1844
C -0.8039 -5.8136 2.6406
C 0.3527 -2.3147 1.8838
O 1.3675 -1.5853 2.0332
O -0.6567 -1.8078 1.2845
H 2.3158 -5.9345 3.9752
H 2.3200 -3.5974 3.1462
H -1.6626 -4.0958 1.6863
H -1.6778 -6.4345 2.5017
*
```

Mulliken population analysis, charges in e, atoms 1 to 6:
1. Ga 1.2050
2. C -1.7247
3. P 1.4446
4. C -1.2722
5. C -0.0847
6. C -0.6962


C27H40I3N11OSi | wB97M-V/def2-TZVPD

## Properties
HOMO: -0.3202 Eh
Maximum force: 0.0914 Eh/bohr
LUMO: -0.2 eV

ORCA input file:
```
! RIJCOSX wB97M-V def2-TZVPD def2/J DEFGRID3
* xyz 0 1
C -1.4509 -4.9101 0.9054
C -0.6551 -4.0121 -0.1411
I 1.2593 -4.6997 -0.9864
C -1.1701 -2.7536 -0.5441
I 0.0043 -1.6417 -2.0528
Si -2.7789 -1.9277 0.0901
C -4.2163 -3.1361 0.4727
C -4.8099 -3.8968 -0.7907
O -4.3080 -4.8728 -1.3632
I -6.7428 -3.1463 -1.5461
H -0.7837 -5.7990 1.1761
H -1.8595 -4.3515 1.8047
H -2.3430 -5.3672 0.3316
H -2.4721 -1.0490 1.2393
H -3.2207 -1.0081 -0.9865
H -3.9819 -3.9250 1.2627
H -5.0662 -2.4958 0.9202
C 1.8421 0.5139 1.7396
C 0.4225 0.5268 1.3873
N -0.6944 0.5348 1.1062
H 2.4198 -0.1141 1.0569
H 2.2790 1.5189 1.7050
H 2.0018 0.1264 2.7488
C -0.5351 -5.7253 5.1286
C -0.1862 -4.6067 4.2493
N 0.0879 -3.7285 3.5578
H 0.2814 -5.9677 5.8125
H -1.4128 -5.4981 5.7378
H -0.7603 -6.6290 4.5578
C 6.0158 2.2407 1.2445
C 4.6557 2.5834 1.6618
N 3.5849 2.8531 1.9878
H 6.1759 2.4534 0.1852
H 6.7628 2.8070 1.8049
H 6.2287 1.1799 1.3980
C 5.1909 6.5076 0.6760
C 6.4162 5.8512 1.1396
N 7.3791 5.3358 1.5038
H 4.2979 6.0197 1.0741
H 5.1538 7.5542 0.9861
H 5.1118 6.4897 -0.4125
C 3.9562 -3.5761 3.4270
C 4.2994 -2.4495 2.5569
N 4.5691 -1.5658 1.8718
H 4.7752 -3.8218 4.1071
H 3.0786 -3.3568 4.0396
H 3.7324 -4.4754 2.8487
C 4.6247 5.6672 -3.5144
C 3.8288 6.6634 -2.7931
N 3.2043 7.4455 -2.2256
H 3.9949 5.0168 -4.1255
H 5.3490 6.1392 -4.1820
H 5.1841 5.0268 -2.8283
C -2.1314 2.9334 -0.4799
C -2.3803 3.4403 -1.8315
N -2.5759 3.8381 -2.8940
H -1.6041 3.6664 0.1340
H -3.0628 2.6889 0.0362
H -1.5230 2.0274 -0.4958
C 2.9707 -4.7472 -5.0059
C 3.5851 -5.2057 -3.7581
N 4.0664 -5.5659 -2.7768
H 3.1095 -3.6734 -5.1504
H 3.4018 -5.2507 -5.8741
H 1.8956 -4.9405 -5.0181
C 0.2706 3.0397 4.3893
C 0.0203 3.5468 3.0388
N -0.1762 3.9440 1.9779
H 0.7984 3.7738 5.0021
H -0.6608 2.7948 4.9049
H 0.8802 2.1334 4.3706
C -4.4543 2.7424 -5.9525
C -4.0092 2.5941 -7.3403
N -3.6596 2.4776 -8.4304
H -5.2363 3.4994 -5.8600
H -4.8594 1.8076 -5.5585
H -3.6335 3.0424 -5.2961
C -9.8597 -1.1096 -0.9205
C -10.1504 -0.3146 0.2749
N -10.3787 0.3095 1.2139
H -10.5458 -1.9542 -1.0181
H -9.9484 -0.5132 -1.8314
H -8.8450 -1.5162 -0.8953
*
```

Mulliken population analysis, charges in e, atoms 1 to 6:
1. C -1.0037
2. C 0.1765
3. I 0.0275
4. C -0.0216
5. I -0.0391
6. Si 0.3439


- Which value of maximum force does entry 2 give?
  0.0153 Eh/bohr


- Among the records above, which one has the highest maximum force?
  C27H40I3N11OSi


- maximum force of number 2 (C27H39N3OSb2SiV)?
  0.0153 Eh/bohr


- Which of these has the highest maximum force?
  C27H40I3N11OSi